Below is a structure of composition C11H6ClF6NO8PdS3 at a distorted geometry, with properties calculated with the ωB97M-V functional and the def2-TZVPD basis.

Positions of all 37 atoms, in Å:
Pd: -0.2727 0.0000 0.3102
O: -1.4486 3.9635 -0.1080
C: -0.6256 3.1367 0.2928
O: -0.1538 2.1584 -0.3742
C: 0.0460 3.3675 1.6379
C: 0.5553 4.6404 1.8662
C: 1.3510 4.9234 2.9656
C: 1.6352 3.9081 3.8687
C: 1.0918 2.6497 3.6827
C: 0.2938 2.3526 2.5714
S: -0.4551 0.7635 2.5550
H: 0.3157 5.4142 1.1473
H: 1.7602 5.9170 3.1072
H: 2.2738 4.1033 4.7232
H: 1.2762 1.8616 4.4023
F: 0.3786 -4.6846 -0.3308
C: 0.3221 -4.3219 -1.6259
F: 1.4828 -4.7276 -2.1912
F: -0.6473 -5.0794 -2.1908
S: 0.0243 -2.4385 -1.8363
O: -1.0179 -2.2742 -0.8514
O: -0.2412 -2.4702 -3.2433
N: 1.5084 -2.0384 -1.3690
S: 1.7400 -1.5184 0.0887
O: 2.2587 -0.1822 0.2710
O: 0.8562 -2.0189 1.1199
C: 3.3049 -2.5076 0.4089
F: 3.8067 -2.2421 1.6308
F: 4.2695 -2.2182 -0.4805
F: 3.0962 -3.8321 0.3571
Cl: -1.4048 0.8316 -4.7238
C: -1.7303 1.4544 -3.0948
C: -1.2915 0.4764 -2.0037
O: -2.0978 0.3231 -1.0749
O: -0.1544 -0.0765 -2.1050
H: -2.7925 1.6504 -2.9999
H: -1.1578 2.3692 -2.9572

Total charge = -2
Electronic energy = -94187.7049 eV
Orbital gap (alpha / beta) = 6.72 / 6.68 eV
E_LUMO (alpha / beta) = 4.08 / 4.05 eV
Energy relative to the best compared isomer or geometry (same formula, charge and spin) = 3.79 kcal per mole